Record 1
Here is C18H19AgO12S as an isolated structure at a distorted geometry from the OMol25 dataset. Energies are from ωB97M-V with the def2-TZVPD basis set.

Last column: Mulliken charge in e.
Cartesian coordinates (Å):
Ag: -9.85 -7.88 17.83  1.06
C: -11.77 -7.92 21.57  -0.75
C: -12.50 -8.03 20.26  -0.70
O: -11.81 -8.66 19.16  -0.85
H: -11.51 -8.90 21.98  0.22
H: -12.35 -7.48 22.39  0.45
H: -10.86 -7.33 21.43  0.00
H: -12.89 -7.02 20.09  0.21
H: -13.46 -8.53 20.41  0.37
O: -6.37 -4.81 20.13  -1.02
C: -7.69 -5.17 20.60  0.37
C: -8.80 -5.22 19.48  -0.29
O: -8.50 -5.86 18.22  -0.17
H: -7.98 -4.46 21.37  0.32
H: -7.71 -6.16 21.05  -0.53
H: -9.22 -4.26 19.20  0.38
H: -9.70 -5.69 19.89  -0.09
C: -5.36 -10.94 15.49  -1.14
C: -5.62 -9.96 16.53  0.55
C: -7.17 -9.70 16.92  0.53
O: -7.35 -8.69 17.56  -0.27
C: -8.18 -10.57 16.29  -0.02
C: -7.87 -11.50 15.41  0.19
C: -6.39 -11.71 15.01  0.64
O: -6.06 -12.58 14.10  -0.90
O: -8.81 -12.28 14.94  -0.91
O: -4.76 -9.23 16.95  -0.76
H: -4.34 -11.13 15.19  0.16
H: -9.23 -10.34 16.38  0.04
C: -7.12 -8.29 13.53  -0.83
C: -7.78 -9.37 12.70  0.54
C: -9.34 -9.46 12.86  0.75
O: -9.88 -10.42 12.26  -0.80
C: -10.07 -8.52 13.76  -0.95
C: -9.35 -7.60 14.47  0.79
C: -7.83 -7.44 14.36  0.69
O: -7.13 -6.64 15.09  -0.82
O: -10.15 -6.92 15.26  -0.96
O: -7.28 -10.26 12.00  -0.72
H: -6.04 -8.34 13.60  0.15
H: -11.11 -8.76 13.92  0.18
C: -8.56 -9.42 20.43  -0.18
S: -6.71 -9.44 20.85  0.39
O: -5.87 -8.45 20.00  -0.43
C: -6.94 -8.82 22.51  -1.01
H: -9.03 -10.11 21.14  0.42
H: -8.73 -9.78 19.42  0.08
H: -9.01 -8.44 20.52  -0.30
H: -7.54 -9.49 23.13  0.31
H: -7.24 -7.77 22.52  0.24
H: -5.98 -8.64 23.00  0.36

The net charge is -5. The spin multiplicity is 2. Its HOMO energy is 7.01 eV. The max |F| comes out at 5.32 eV Å⁻¹. The energy is -58352.375 eV. The value obtained for the energy above the lowest of the compared OMol25 structures with the same formula, charge and spin is 26.4 kcal per mole.


Record 2
Here is C18H19ClGaN2O7S2 as an isolated structure from the OMol25 dataset. Energies are from ωB97M-V with the def2-TZVPD basis set.

Last column: Mulliken charge in e.
Cartesian coordinates (Å):
Ga: 0.99 -0.19 -1.38  0.77
C: -2.30 3.52 4.85  -1.45
C: -1.42 2.71 3.94  0.95
C: -1.85 2.36 2.66  -1.01
C: -1.04 1.62 1.81  -0.52
C: 0.22 1.25 2.26  0.35
C: 0.67 1.58 3.53  -0.50
C: -0.16 2.31 4.36  -0.73
S: 1.28 0.32 1.21  1.19
O: 2.35 -0.24 1.97  -0.72
O: 1.64 1.20 0.04  -0.64
N: 0.37 -0.70 0.38  0.33
C: 0.05 -2.04 0.55  0.66
C: -0.22 -2.71 1.71  -0.64
C: -0.60 -4.07 1.68  -0.82
C: -0.73 -4.74 0.50  -1.00
C: -0.46 -4.08 -0.72  0.58
C: -0.54 -4.70 -1.99  -0.45
C: -0.25 -4.00 -3.12  -1.07
C: 0.15 -2.66 -3.01  0.13
N: 0.24 -2.04 -1.85  0.22
C: -0.06 -2.73 -0.70  0.11
H: -3.31 3.63 4.44  0.36
H: -1.89 4.52 4.99  0.33
H: -2.38 3.06 5.83  0.37
H: -2.84 2.65 2.32  0.34
H: -1.38 1.32 0.83  0.41
H: 1.65 1.25 3.86  0.53
H: 0.18 2.58 5.35  0.41
H: -0.13 -2.19 2.66  0.50
H: -0.80 -4.57 2.61  0.41
H: -1.03 -5.78 0.48  0.43
H: -0.84 -5.74 -2.05  0.46
H: -0.30 -4.45 -4.10  0.40
H: 0.42 -2.08 -3.89  0.55
C: 0.96 3.17 -2.30  -0.89
S: -0.65 2.44 -2.09  0.48
C: -1.30 2.68 -3.73  -1.02
O: -0.42 0.91 -2.06  -0.38
H: 1.49 2.64 -3.10  0.26
H: 1.49 3.07 -1.36  0.27
H: 0.82 4.22 -2.55  0.51
H: -0.60 2.26 -4.45  0.31
H: -1.43 3.75 -3.88  0.42
H: -2.26 2.18 -3.77  0.39
O: 2.93 -1.18 -1.22  -0.56
Cl: 3.32 -0.74 -2.57  1.70
O: 4.57 -0.09 -2.58  -0.55
O: 3.19 -1.79 -3.51  -0.57
O: 2.20 0.28 -2.85  -0.62

The net charge is +1. The spin multiplicity is 1. Its HOMO energy is -11.43 eV. The max |F| comes out at 0.41 eV Å⁻¹. The energy is -122844.808 eV. The value obtained for the energy above the lowest of the compared OMol25 structures with the same formula, charge and spin is 0.0 kcal per mole.


Record 3
Here is C18H19ClMnN5O9PS as an isolated structure from the OMol25 dataset. Energies are from ωB97M-V with the def2-TZVPD basis set.

Last column: Mulliken charge in e.
Cartesian coordinates (Å):
Mn: 0.07 0.54 -0.09  0.59
O: -1.46 1.87 -0.74  -0.74
N: -2.02 1.76 -1.92  0.41
C: -2.29 2.90 -2.58  -0.16
C: -2.89 2.91 -3.81  -0.77
C: -3.22 1.68 -4.39  -0.11
C: -2.94 0.52 -3.71  -0.95
C: -2.34 0.52 -2.43  0.54
S: -2.01 -0.88 -1.54  -0.41
H: -1.98 3.79 -2.05  0.42
H: -3.09 3.85 -4.30  0.38
H: -3.69 1.64 -5.37  0.34
H: -3.17 -0.45 -4.13  0.39
O: -0.64 3.82 6.35  -0.72
C: -1.42 2.92 5.98  0.43
O: -2.43 2.46 6.54  -0.75
C: -1.12 2.32 4.58  0.31
C: -2.04 1.46 3.98  -0.86
C: -1.76 0.93 2.74  -0.76
N: -0.62 1.18 2.09  0.26
C: 0.26 2.02 2.64  0.47
C: 0.04 2.60 3.88  -0.76
C: 1.51 2.32 1.81  0.19
O: 2.39 3.02 2.30  -0.77
O: 1.51 1.80 0.64  -0.68
H: -2.96 1.23 4.51  0.45
H: -2.46 0.27 2.23  0.68
H: 0.78 3.28 4.29  0.61
C: -0.37 -4.76 1.50  -0.92
N: 0.82 -4.46 0.71  0.05
C: 1.95 -4.29 1.63  -0.89
N: 1.73 -3.30 2.68  0.10
C: 0.50 -3.64 3.39  -0.99
N: -0.67 -3.78 2.53  0.08
C: -1.06 -2.49 1.95  -1.12
P: 0.27 -1.74 0.90  2.16
C: 0.63 -3.26 -0.11  -0.98
C: 1.66 -1.94 2.12  -1.26
H: -0.21 -5.73 1.99  0.32
H: -1.22 -4.85 0.82  0.42
H: 2.83 -4.01 1.05  0.43
H: 2.13 -5.25 2.11  0.27
H: 0.30 -2.87 4.14  0.43
H: 0.66 -4.59 3.90  0.29
H: -1.32 -1.80 2.75  0.57
H: -1.96 -2.63 1.33  0.27
H: 1.51 -3.06 -0.72  0.49
H: -0.21 -3.42 -0.80  0.36
H: 1.53 -1.22 2.92  0.46
H: 2.58 -1.70 1.59  0.44
O: 1.10 0.35 -2.21  -0.64
Cl: 2.23 -0.58 -2.22  1.73
O: 1.87 -1.74 -3.01  -0.69
O: 3.38 0.07 -2.78  -0.71
O: 2.49 -0.99 -0.85  -0.71

The net charge is -2. The spin multiplicity is 6. Its HOMO energy (alpha / beta) is -2.98 / -3.20 eV. The max |F| comes out at 0.79 eV Å⁻¹. The energy is -108816.361 eV. The value obtained for the energy above the lowest of the compared OMol25 structures with the same formula, charge and spin is 11.2 kcal per mole.


Record 4
Here is a 2-piece molecular cluster, C18H19FIN2O2 overall at a distorted geometry from the OMol25 dataset. Energies are from ωB97M-V with the def2-TZVPD basis set.

Last column: Mulliken charge in e.
Cartesian coordinates (Å):
C: 2.99 -0.23 4.95  0.22
C: 2.74 0.05 3.82  -0.96
C: 2.30 0.12 2.42  0.49
C: 3.13 -0.53 1.46  -0.21
C: 2.71 -0.52 0.12  1.05
C: 3.48 -1.16 -1.01  -0.77
C: 3.96 -2.59 -0.57  0.06
O: 3.45 -3.21 0.29  -0.39
I: 5.64 -3.41 -1.65  0.11
C: 1.47 0.16 -0.05  -0.26
O: 0.93 0.21 -1.27  -0.53
C: -0.44 -0.32 -1.31  -0.23
C: -0.64 -1.67 -0.61  -0.85
C: 0.19 -2.84 -1.20  0.29
C: -0.04 -3.02 -2.74  -1.18
N: 0.85 0.74 0.95  0.69
N: 1.18 0.78 2.24  -1.04
H: 2.95 -0.57 5.98  0.42
H: 4.05 -1.02 1.78  0.47
H: 4.36 -0.60 -1.34  0.56
H: 2.79 -1.35 -1.85  0.37
H: -0.76 -0.41 -2.36  0.52
H: -1.13 0.43 -0.84  -0.04
H: -1.70 -1.95 -0.78  0.51
H: -0.53 -1.63 0.49  0.36
H: 1.27 -2.73 -0.97  -0.47
H: -0.13 -3.78 -0.72  0.51
H: -0.93 -2.45 -3.05  0.31
H: 0.84 -2.73 -3.33  0.30
H: -0.21 -4.09 -2.95  0.35
H: -0.02 1.24 0.73  0.34
F: -3.12 1.01 -1.09  -0.35
C: -3.42 2.14 -0.41  0.34
C: -3.30 2.14 0.97  -0.25
C: -3.61 3.30 1.68  -0.46
C: -4.04 4.43 1.00  -0.50
C: -4.17 4.41 -0.39  -0.38
C: -3.85 3.26 -1.10  -0.52
H: -2.96 1.25 1.48  0.55
H: -3.50 3.32 2.75  0.37
H: -4.29 5.33 1.55  0.39
H: -4.51 5.29 -0.91  0.38
H: -3.94 3.22 -2.17  0.42

The net charge is +1. The spin multiplicity is 1. Its HOMO energy is -11.85 eV. The max |F| comes out at 3.34 eV Å⁻¹. The energy is -36857.569 eV. The value obtained for the energy above the lowest of the compared OMol25 structures with the same formula, charge and spin is 0.0 kcal per mole.


Record 5
Here is C18H19InNO10 as an isolated structure at a distorted geometry from the OMol25 dataset. Energies are from ωB97M-V with the def2-TZVPD basis set.

Last column: Mulliken charge in e.
Cartesian coordinates (Å):
In: -11.52 -12.80 -4.24  1.09
C: -7.90 -16.27 -3.51  -0.87
C: -8.76 -15.19 -3.93  0.84
C: -8.10 -14.04 -4.71  -0.13
O: -8.78 -13.04 -4.92  -0.09
C: -6.76 -14.21 -5.18  -0.75
C: -5.97 -15.28 -4.73  0.50
C: -6.57 -16.38 -3.89  0.40
O: -5.92 -17.40 -3.61  -0.65
O: -4.79 -15.33 -5.14  -0.68
O: -9.98 -15.21 -3.79  -0.60
H: -8.40 -17.09 -3.01  0.42
H: -6.34 -13.44 -5.81  0.44
C: -14.92 -9.68 -2.24  -0.75
C: -14.06 -10.42 -3.10  0.48
C: -14.65 -10.87 -4.46  0.62
O: -14.09 -11.78 -5.05  -0.48
C: -15.84 -10.21 -4.95  -0.83
C: -16.59 -9.38 -4.10  0.40
C: -16.15 -9.15 -2.67  0.34
O: -16.86 -8.53 -1.87  -0.65
O: -17.64 -8.89 -4.53  -0.68
O: -12.94 -10.81 -2.78  -0.48
H: -14.56 -9.53 -1.23  0.45
H: -16.21 -10.44 -5.94  0.43
C: -12.31 -12.87 -7.44  -0.87
O: -11.37 -12.35 -6.52  0.03
C: -10.59 -11.32 -7.09  -0.87
C: -9.99 -10.49 -5.96  -0.73
N: -10.98 -10.28 -4.91  0.13
C: -10.53 -9.41 -3.83  -0.90
C: -9.35 -9.99 -3.12  -0.49
O: -9.77 -11.19 -2.52  -0.10
C: -8.76 -11.83 -1.77  -0.90
H: -11.73 -13.24 -8.30  0.32
H: -13.03 -12.11 -7.75  0.30
H: -12.88 -13.71 -7.03  0.27
H: -11.18 -10.60 -7.68  0.46
H: -9.83 -11.81 -7.71  0.42
H: -9.56 -9.55 -6.34  0.47
H: -9.13 -11.02 -5.54  0.17
H: -11.74 -9.77 -5.37  0.17
H: -11.32 -9.19 -3.12  0.22
H: -10.20 -8.41 -4.19  0.48
H: -8.85 -9.30 -2.43  0.47
H: -8.57 -10.25 -3.85  0.27
H: -7.86 -12.01 -2.36  0.35
H: -9.14 -12.83 -1.52  0.25
H: -8.58 -11.27 -0.85  0.31

The net charge is -1. The spin multiplicity is 1. Its HOMO energy is -4.62 eV. The max |F| comes out at 3.29 eV Å⁻¹. The energy is -46108.395 eV. The value obtained for the energy above the lowest of the compared OMol25 structures with the same formula, charge and spin is 0.0 kcal per mole.


Record 6
Here is C18H19N2O3Tc as an isolated structure at a distorted geometry from the OMol25 dataset. Energies are from ωB97M-V with the def2-TZVPD basis set.

Last column: Mulliken charge in e.
Cartesian coordinates (Å):
Tc: -0.63 -0.89 -1.29  1.24
O: -2.41 -1.26 -1.05  -0.65
C: -3.21 -1.24 -0.02  1.00
C: -4.60 -1.38 -0.21  -0.62
C: -5.46 -1.30 0.86  -0.47
C: -4.97 -1.08 2.15  -0.66
C: -3.62 -0.98 2.37  -0.81
C: -2.69 -1.09 1.31  0.40
C: -1.30 -1.10 1.59  -0.08
N: -0.33 -1.19 0.69  0.39
N: 0.93 -1.27 1.11  -1.08
C: 1.78 -1.22 0.10  1.02
O: 1.30 -1.10 -1.09  -0.80
C: 3.22 -1.25 0.30  0.57
C: 4.04 -1.23 -0.84  -0.45
C: 5.41 -1.16 -0.70  -0.65
C: 5.98 -1.11 0.57  -0.37
C: 5.17 -1.17 1.70  -0.65
C: 3.80 -1.24 1.57  -0.30
H: -4.95 -1.55 -1.22  0.46
H: -6.52 -1.40 0.70  0.41
H: -5.65 -1.02 2.98  0.43
H: -3.25 -0.81 3.37  0.40
H: -1.00 -1.07 2.63  0.45
H: 3.59 -1.25 -1.82  0.40
H: 6.04 -1.14 -1.57  0.41
H: 7.05 -1.02 0.68  0.41
H: 5.62 -1.16 2.68  0.41
H: 3.16 -1.28 2.44  0.47
C: 0.80 2.30 -0.69  -1.50
C: -0.44 2.05 -1.57  1.87
C: -0.47 3.07 -2.72  -1.64
C: -1.74 2.18 -0.76  -1.63
O: -0.34 0.77 -2.09  -0.83
H: 0.79 3.30 -0.28  0.44
H: 1.70 2.16 -1.28  0.40
H: 0.81 1.58 0.13  0.23
H: -0.53 4.07 -2.31  0.40
H: -1.35 2.89 -3.35  0.41
H: 0.42 2.98 -3.33  0.42
H: -1.89 3.21 -0.47  0.48
H: -1.69 1.57 0.14  0.28
H: -2.58 1.86 -1.36  0.39

The net charge is +1. The spin multiplicity is 2. Its HOMO energy (alpha / beta) is -11.55 / -11.56 eV. The max |F| comes out at 3.91 eV Å⁻¹. The energy is -30288.074 eV.